Entry 1:
Below is C4F12KO12S4 as an isolated structure, with properties calculated with ωB97M-V with the def2-TZVPD basis set.

Properties
Maximum force: 4.23 eV Å⁻¹
Kohn-Sham gap: 7.29 eV
Highest occupied orbital energy: -2.937 eV
Molecular weight: 635.4 g mol⁻¹
LUMO: 0.16011 Ha
Net charge: -3
Energy relative to the best compared isomer or geometry (same formula, charge and spin): 2.8209 eV

Element x y z (Å)
K 18.832 18.163 -12.424
C 16.073 11.681 -15.836
F 15.693 12.782 -16.487
F 15.016 10.969 -15.460
F 16.854 11.050 -16.700
S 17.098 12.109 -14.246
O 18.324 11.288 -14.218
O 17.334 13.600 -14.306
O 16.296 11.671 -13.116
C 14.405 15.729 -8.264
F 13.725 16.722 -8.833
F 13.699 15.209 -7.292
F 14.536 14.803 -9.234
S 16.132 16.293 -7.567
O 15.873 16.764 -6.178
O 17.034 15.140 -7.684
O 16.429 17.389 -8.457
C 16.501 23.164 -17.014
F 17.173 24.063 -17.788
F 15.313 23.728 -16.736
F 16.345 22.034 -17.602
S 17.458 22.906 -15.344
O 18.784 22.282 -15.650
O 17.746 24.259 -14.857
O 16.640 22.083 -14.432
C 23.671 22.403 -7.833
F 24.602 22.866 -8.652
F 23.974 21.096 -7.662
F 23.737 23.137 -6.673
S 21.867 22.554 -8.649
O 22.014 21.484 -9.673
O 20.863 22.235 -7.630
O 21.761 23.937 -9.173

***

Entry 2:
Below is one molecule with the formula C4H10, with properties calculated with ωB97M-V with the def2-TZVPD basis set.

Properties
Maximum force: 4.12 eV Å⁻¹
Kohn-Sham gap: 12.06 eV
Highest occupied orbital energy: -10.772 eV
Molecular weight: 58.1 g mol⁻¹
LUMO: 0.04734 Ha
Energy relative to the best compared isomer or geometry (same formula, charge and spin): 0.9566 eV
SMILES string: CCCC

Element x y z (Å)
C -1.965 -0.181 0.037
C -0.561 0.611 0.038
C 0.552 -0.376 0.043
C 1.997 0.067 -0.005
H -2.139 -0.878 0.888
H -1.914 -0.749 -0.984
H -2.834 0.498 -0.133
H -0.627 1.205 -0.875
H -0.557 1.402 0.867
H 0.438 -0.966 1.028
H 0.491 -1.252 -0.733
H 2.488 0.615 0.885
H 2.637 -0.778 -0.201
H 1.991 0.783 -0.855